A molecular structure, C36H35N5NiO2PS2Se2. Source: the OMol25 dataset; level of theory: ωB97M-V with the def2-TZVPD basis set.

Structure (XYZ):
```
84
Properties=species:S:1:pos:R:3:forces:R:3:mulliken_charge:R:1
Ni 0.0633 0.3619 -0.3137 -0.2976 -0.1524 0.1101 -1.120
Se 0.2586 2.4911 3.0137 0.0201 0.0289 -0.1296 0.000
Se 1.8134 1.9493 1.3869 -0.0927 -0.0637 0.1036 0.104
C 1.7735 0.0601 1.7753 0.0125 0.2004 -0.0763 -0.023
C 2.5488 -0.4543 2.7883 0.0155 -0.0696 -0.0112 -0.915
C 2.3400 -1.7779 3.1639 -0.0419 0.0203 -0.0353 -0.731
C 1.3391 -2.4955 2.5438 0.0504 0.0772 0.0209 -0.937
C 0.5916 -1.8888 1.5460 -0.0299 -0.1153 -0.0668 0.233
N 0.8486 -0.6491 1.1220 -0.2071 0.1090 -0.0887 2.074
C -1.3733 2.2044 2.0290 0.0690 -0.0492 -0.0308 0.194
C -2.5154 2.6731 2.6681 -0.0255 0.0141 0.0041 -0.690
C -3.7373 2.5001 2.0554 0.0441 0.0099 0.0025 -0.586
C -3.7779 1.8884 0.8097 0.0061 0.0113 -0.0158 -0.895
C -2.5943 1.4664 0.2525 -0.0112 -0.0024 0.0216 -0.254
N -1.3974 1.6036 0.8495 0.1805 0.0251 -0.0774 0.721
H 3.2793 0.1730 3.2782 -0.0088 -0.0027 0.0107 0.582
H 2.9303 -2.2192 3.9557 0.0049 -0.0062 -0.0062 0.460
H 1.0963 -3.5040 2.8334 -0.0086 -0.0155 0.0141 0.634
H -0.2086 -2.4216 1.0645 -0.0552 0.0164 -0.0198 -0.018
H -2.4359 3.1545 3.6337 -0.0109 -0.0086 0.0071 0.411
H -4.6438 2.8372 2.5389 -0.0013 -0.0013 0.0015 0.409
H -4.7088 1.7310 0.2846 -0.0001 -0.0029 0.0047 0.484
H -2.5889 0.9891 -0.7201 -0.0137 -0.0060 0.0036 0.333
O 0.2474 2.8480 -1.4974 -0.0289 -0.1014 -0.0215 -0.617
N -0.2642 1.5912 -1.7700 0.0150 -0.0461 0.0809 1.415
C -0.7629 1.5430 -2.9388 -0.0322 -0.0347 0.0465 -1.173
C -1.4784 0.4210 -3.5403 0.0003 -0.1414 0.0349 1.018
C -2.1789 0.7276 -4.7081 0.0402 0.0556 0.0693 -0.982
C -2.9853 -0.2119 -5.3247 -0.0404 -0.0791 -0.0126 -0.859
C -3.1132 -1.4726 -4.7648 0.0011 0.0629 -0.0429 -0.875
C -2.4090 -1.7938 -3.6131 -0.0005 0.0053 0.0729 -1.117
C -1.5636 -0.8732 -2.9997 0.0209 0.1019 -0.0039 0.662
P -0.5604 -1.4229 -1.5741 0.0557 -0.0156 -0.0409 2.318
C -1.6192 -2.6717 -0.8005 0.0764 0.0820 0.1486 -0.113
C -2.8238 -2.2622 -0.2292 0.0627 0.1239 -0.0187 -0.301
C -3.6041 -3.1605 0.4764 -0.1174 -0.0730 -0.0053 -0.740
C -3.1871 -4.4746 0.6208 0.0353 0.0631 -0.0112 -0.379
C -1.9924 -4.8938 0.0495 0.0146 -0.0335 0.0009 -1.062
C -1.2045 -3.9966 -0.6536 0.0968 -0.0266 -0.0778 -0.205
C 0.8245 -2.3538 -2.2966 0.0294 0.0837 -0.0503 0.531
C 2.0891 -2.2398 -1.7258 -0.0488 -0.0624 0.0556 -0.699
C 3.1544 -2.9714 -2.2361 -0.0094 0.0186 0.0594 -0.928
C 2.9622 -3.8152 -3.3178 0.0016 -0.0200 -0.0309 -0.602
C 1.7000 -3.9397 -3.8864 0.0211 -0.0161 -0.0081 -0.816
C 0.6349 -3.2169 -3.3779 0.0175 0.0818 -0.0091 -0.402
H 0.6180 2.7727 -0.6004 0.0206 -0.0392 0.0213 0.281
H -0.7144 2.4627 -3.5161 0.0130 -0.0118 0.0037 0.494
H -2.1040 1.7260 -5.1213 0.0025 -0.0024 -0.0005 0.458
H -3.5249 0.0457 -6.2257 -0.0001 0.0016 0.0024 0.429
H -3.7612 -2.2093 -5.2202 -0.0007 -0.0024 0.0054 0.466
H -2.5366 -2.7736 -3.1715 0.0259 -0.0166 -0.0056 0.539
H -3.1434 -1.2307 -0.3059 -0.0072 -0.0198 0.0462 0.122
H -4.5087 -2.8228 0.9614 0.0251 0.0300 0.0215 0.297
H -3.7813 -5.1647 1.2039 -0.0172 -0.0153 -0.0100 0.440
H -1.6652 -5.9189 0.1625 0.0062 0.0028 -0.0032 0.419
H -0.2654 -4.3269 -1.0795 -0.0002 -0.0043 0.0320 0.436
H 2.2438 -1.5754 -0.8882 0.0119 0.0095 -0.0187 0.619
H 4.1323 -2.8822 -1.7799 0.0016 -0.0063 -0.0029 0.468
H 3.7918 -4.3838 -3.7170 0.0002 -0.0008 0.0017 0.422
H 1.5456 -4.6057 -4.7248 -0.0005 0.0020 -0.0019 0.438
H -0.3424 -3.3305 -3.8267 -0.0097 0.0141 -0.0197 0.397
C 3.7179 0.6774 -3.5256 -0.0047 -0.0095 0.0956 -0.814
S 3.8109 1.1043 -1.7822 0.0154 0.0444 -0.2619 0.362
C 3.8240 2.8894 -1.9861 0.0088 -0.0748 0.0501 -0.916
O 2.4593 0.7575 -1.2201 0.0676 0.0773 0.0856 -0.098
H 2.8422 1.1597 -3.9590 -0.0054 0.0099 0.0082 0.243
H 3.6179 -0.4054 -3.5814 -0.0027 0.0046 -0.0023 0.171
H 4.6294 0.9937 -4.0312 0.0131 0.0096 0.0195 0.466
H 4.7229 3.1806 -2.5282 0.0018 -0.0117 -0.0057 0.454
H 3.8444 3.3303 -0.9908 0.0005 -0.0013 -0.0018 0.321
H 2.9239 3.1955 -2.5175 -0.0129 -0.0126 -0.0059 0.233
C -0.0834 -4.4905 5.5723 0.0102 -0.0031 -0.0187 -1.177
C -1.3288 -3.9561 4.9236 -0.0423 0.0489 -0.0364 0.973
C -2.5618 -4.5694 5.0931 -0.0295 -0.0020 0.0006 -0.729
C -3.6257 -3.9824 4.4256 0.0478 -0.0545 0.0501 -0.268
N -3.5110 -2.8976 3.6807 -0.0549 0.0507 -0.1324 -0.385
C -2.2824 -2.3334 3.5849 -0.0521 -0.1503 0.1662 -0.389
S -2.1175 -0.8800 2.6774 0.1428 0.0901 -0.0265 0.008
N -1.1871 -2.8616 4.1815 0.0190 0.0134 -0.0578 -0.381
H -0.3039 -5.3155 6.2472 0.0069 -0.0014 0.0074 0.384
H 0.4147 -3.6956 6.1275 -0.0055 -0.0043 0.0044 0.288
H 0.6151 -4.8491 4.8121 -0.0105 -0.0081 0.0122 0.208
H -2.6882 -5.4476 5.7102 0.0033 0.0028 -0.0043 0.357
H -4.6232 -4.4084 4.4987 0.0023 -0.0049 -0.0001 0.418
```
Positions in Å, forces in eV/Å.

Its net charge is +1. The value obtained for the energy above the lowest of the compared OMol25 structures with the same formula, charge and spin is 0.0 kJ/mol. For the HOMO energy (alpha / beta), the calculation gives -8.3 / -8.3 eV. For the largest force on an atom, the calculation gives 0.0068 Eh/bohr. The multiplicity is 1.